This record from the OMol25 dataset describes 13 unconnected molecules or ions with the total composition C33H71F3N2O31 in a non-equilibrium geometry. The level of theory is the ωB97M-V functional and the def2-TZVPD basis.

The largest force on an atom is 0.08624 hartree/bohr. Its orbital gap is 10.28 eV. The HOMO energy comes out at -9.742 eV.

Each line ends with the Löwdin charge.
Element x y z (Å)
N (-2.40940, -8.21801, 23.47787)  0.087
H (-1.89603, -7.42906, 23.87759)  0.011
H (-1.75659, -8.79418, 22.87880)  0.052
H (-3.08326, -7.82111, 22.79276)  0.069
H (-2.65528, -9.16564, 24.83436)  0.080
N (-2.68390, -7.48601, 28.79901)  0.070
H (-2.64308, -8.46701, 28.57672)  0.030
H (-2.70314, -6.43360, 27.28115)  0.097
H (-1.99631, -7.17085, 29.49900)  0.013
H (-3.62789, -7.11747, 29.01073)  0.043
C (-3.87675, -4.80848, 26.87537)  -0.338
O (-3.94872, -4.27116, 28.17897)  -0.067
O (-2.71325, -5.54617, 26.73353)  -0.006
C (-5.21633, -5.55509, 26.66698)  -0.523
F (-6.28472, -4.73513, 26.64715)  0.152
F (-5.26034, -6.39415, 25.60090)  0.127
F (-5.41672, -6.40442, 27.70712)  0.119
C (-3.36186, -3.02060, 28.44747)  -0.250
C (-3.93086, -2.41130, 29.69256)  -0.053
H (-3.75523, -2.89317, 30.64553)  0.050
H (-3.48233, -1.37238, 29.93054)  0.111
H (-4.98948, -2.32182, 29.62320)  0.069
H (-3.70585, -2.36729, 27.64120)  0.124
H (-2.32048, -3.18500, 28.49876)  0.102
H (-3.94340, -4.07707, 26.01455)  0.155
C (-1.14251, -11.20241, 26.82448)  0.005
C (-1.48517, -10.55952, 25.57353)  -0.636
O (-0.80121, -10.54383, 24.56983)  0.059
O (-2.61448, -9.81654, 25.67930)  0.013
H (-2.12307, -11.56420, 27.19474)  0.102
H (-0.67586, -10.48902, 27.50180)  0.075
H (-0.56011, -12.12572, 26.65015)  0.103
C (1.64624, -12.96003, 23.52517)  -0.016
O (3.06904, -13.09669, 23.62110)  -0.002
C (3.71052, -11.94470, 23.95867)  -0.582
O (3.21020, -11.11657, 24.73529)  0.079
O (4.85217, -11.84272, 23.36271)  0.032
C (5.67967, -10.77141, 23.77475)  -0.023
H (1.21132, -13.92550, 23.34288)  0.078
H (1.42645, -12.33552, 22.63456)  0.104
H (1.21670, -12.54515, 24.39786)  0.065
H (6.64372, -11.04587, 23.39894)  0.092
H (5.72628, -10.76896, 24.84876)  0.094
H (5.28912, -9.82285, 23.40953)  0.104
C (-0.89344, -0.37230, 28.09829)  -0.007
O (-0.31471, -1.16897, 27.04320)  0.025
C (-1.15637, -1.30282, 26.06276)  -0.569
O (-2.27118, -0.72129, 25.92872)  0.050
O (-0.65006, -2.16710, 25.12177)  -0.015
C (-1.60892, -2.55885, 24.06244)  -0.008
H (-0.09317, -0.26460, 28.82994)  0.104
H (-1.84694, -0.80316, 28.41370)  0.073
H (-1.06147, 0.61516, 27.68623)  0.096
H (-2.50025, -3.02913, 24.49171)  0.074
H (-1.06134, -3.19273, 23.39208)  0.084
H (-1.89009, -1.63900, 23.56604)  0.094
C (-5.58443, -13.02971, 21.08318)  -0.070
O (-6.38560, -12.21238, 21.90144)  -0.011
C (-5.91868, -10.99021, 22.27949)  -0.570
O (-4.92334, -10.46537, 21.81157)  0.078
O (-6.68369, -10.46824, 23.26433)  0.003
C (-6.17119, -9.12449, 23.58061)  -0.032
H (-6.22118, -13.36801, 20.19703)  0.118
H (-5.32313, -13.96895, 21.57428)  0.089
H (-4.71256, -12.51096, 20.70049)  0.088
H (-5.83717, -8.49694, 22.69353)  0.111
H (-5.29542, -9.24141, 24.21423)  0.073
H (-7.01791, -8.73045, 24.19586)  0.106
C (1.85587, -7.49001, 22.03740)  -0.007
O (1.70770, -6.24782, 21.29101)  0.005
C (0.48752, -6.02407, 20.76757)  -0.641
O (-0.52517, -6.56438, 21.06526)  0.111
O (0.59259, -5.01850, 19.90973)  0.004
C (-0.67663, -4.41394, 19.61316)  -0.023
H (0.93245, -7.75828, 22.39270)  0.031
H (2.46523, -7.18543, 22.91515)  0.098
H (2.34290, -8.27779, 21.42541)  0.111
H (-1.16518, -4.09654, 20.53219)  0.081
H (-1.32511, -5.10823, 19.05864)  0.104
H (-0.32892, -3.57268, 19.00046)  0.105
C (1.65738, -9.13113, 27.01232)  -0.002
O (0.47273, -8.50937, 26.45254)  -0.014
C (0.66796, -7.47844, 25.67556)  -0.624
O (1.72202, -7.09814, 25.23431)  0.112
O (-0.51947, -6.90257, 25.40121)  -0.039
C (-0.46841, -5.76412, 24.47191)  -0.001
H (2.01161, -9.88717, 26.25800)  0.096
H (1.33892, -9.61530, 27.93858)  0.089
H (2.46276, -8.42103, 27.18931)  0.094
H (0.35625, -5.20839, 24.85182)  0.097
H (-1.38255, -5.27855, 24.68108)  0.056
H (-0.41773, -6.05675, 23.43369)  0.073
C (0.90835, -5.13246, 28.75321)  -0.026
O (0.09353, -4.35840, 29.56313)  0.028
C (-0.69654, -4.94404, 30.43184)  -0.579
O (-0.83066, -6.12124, 30.63863)  0.090
O (-1.37607, -4.05344, 31.20735)  -0.033
C (-2.17934, -4.58393, 32.27368)  -0.042
H (0.45401, -6.11900, 28.60478)  0.102
H (1.91854, -5.17341, 29.15795)  0.110
H (0.94512, -4.64836, 27.81913)  0.084
H (-1.53292, -5.27335, 32.85433)  0.104
H (-3.04359, -5.16930, 31.92651)  0.101
H (-2.47145, -3.69373, 32.82727)  0.094
C (-0.25104, -16.72340, 22.60078)  -0.037
O (-1.09795, -15.66143, 22.22572)  -0.037
C (-1.70096, -14.94945, 23.16190)  -0.636
O (-1.56540, -15.14055, 24.34593)  0.118
O (-2.47120, -14.07639, 22.54336)  0.025
C (-3.16936, -13.24328, 23.51154)  0.019
H (-0.48787, -17.56165, 21.99572)  0.083
H (-0.42378, -16.96290, 23.66275)  0.098
H (0.82226, -16.39233, 22.54193)  0.114
H (-3.83229, -12.60331, 22.91635)  0.075
H (-2.48449, -12.65892, 24.05983)  0.068
H (-3.73982, -13.91600, 24.16941)  0.116
C (-5.51839, -0.54805, 21.07492)  0.022
O (-5.24107, -1.83756, 21.73435)  -0.051
C (-4.05014, -2.42684, 21.48001)  -0.593
O (-3.18777, -2.04577, 20.72959)  0.114
O (-3.85565, -3.54329, 22.22714)  -0.027
C (-4.91227, -3.87394, 23.22192)  0.004
H (-4.86221, -0.58458, 20.15098)  0.115
H (-5.29927, 0.19098, 21.80128)  0.082
H (-6.56032, -0.58312, 20.80455)  0.086
H (-5.82500, -4.16282, 22.72754)  0.102
H (-5.02644, -3.02250, 23.87071)  0.092
H (-4.44207, -4.62475, 23.79252)  0.057
C (-0.90800, -10.31889, 20.68768)  -0.004
O (-0.22979, -11.54504, 20.84470)  0.013
C (-0.60627, -12.56914, 20.16518)  -0.628
O (-1.53458, -12.64409, 19.42242)  0.142
O (0.33664, -13.56547, 20.31961)  -0.010
C (-0.00782, -14.72801, 19.60238)  -0.085
H (-0.21209, -9.58547, 21.06278)  0.079
H (-1.84013, -10.33851, 21.24362)  0.094
H (-1.06090, -10.15794, 19.62927)  0.105
H (-0.19649, -14.59267, 18.51051)  0.111
H (-0.81438, -15.34500, 20.00591)  0.085
H (0.86851, -15.33762, 19.73509)  0.086